Below is a single C2H7N3O molecule, with properties calculated with wB97M-V/def2-TZVPD.

Computed properties:
E_HOMO in eV: -8.274
Total charge: 0
Spin multiplicity: 1
SMILES string: NC/C(O)=N/N
Lowest unoccupied orbital energy in eV: 0.9
Relative energy (zero: lowest compared OMol25 entry of this formula, charge and spin) in kcal per mole: 76.7

The geometry in XYZ format:
```
13
Properties=species:S:1:pos:R:3:lowdin_charge:R:1
N 1.81 -0.09 0.64 -0.015
C 1.20 -0.40 -0.65 -0.252
C -0.20 0.11 -0.45 -0.453
O -0.31 1.46 -0.56 0.069
N -0.98 -0.65 0.23 -0.002
N -2.28 -0.17 0.44 -0.026
H 2.17 0.85 0.61 0.067
H 2.29 -1.10 0.83 0.150
H 1.14 -1.48 -0.79 0.108
H 1.63 0.03 -1.57 0.112
H -1.23 1.71 -0.39 0.094
H -2.33 0.66 1.02 0.076
H -2.90 -0.93 0.66 0.072
```



Below is a molecular structure, C23H30FMnN6O6S2Sb, with properties calculated with wB97M-V/def2-TZVPD.

Computed properties:
E_HOMO (spin up / spin down) in eV: -13.023 / -13.027
Total charge: +2
Spin multiplicity: 4
<S²>: 3.77
Lowest unoccupied orbital energy (spin up / spin down) in eV: -5.1 / -5.1
Relative energy (zero: lowest compared OMol25 entry of this formula, charge and spin) in kcal per mole: 0.0

The geometry in XYZ format:
```
70
Properties=species:S:1:pos:R:3:lowdin_charge:R:1
Mn -0.97 -0.84 0.23 0.860
C -6.02 0.50 -0.60 -0.023
C -5.15 -0.34 -1.54 -0.578
C -5.06 0.31 -2.93 -0.026
C -5.69 -1.78 -1.65 -0.021
C -3.80 -0.41 -0.98 -0.042
N -2.75 -0.47 -0.52 0.171
H -7.03 0.54 -1.00 0.102
H -5.65 1.52 -0.51 0.097
H -6.07 0.06 0.40 0.093
H -6.07 0.40 -3.34 0.102
H -4.47 -0.30 -3.61 0.089
H -4.63 1.31 -2.87 0.095
H -6.71 -1.73 -2.04 0.103
H -5.72 -2.26 -0.67 0.095
H -5.08 -2.38 -2.32 0.095
N 2.69 3.54 6.62 0.155
C 2.57 2.58 5.68 -0.289
C 2.43 2.92 4.32 -0.003
C 2.29 1.95 3.36 -0.050
C 2.29 0.60 3.74 -0.339
C 2.45 0.25 5.08 -0.077
C 2.58 1.22 6.04 0.001
S 2.11 -0.65 2.57 0.647
O 2.41 -1.92 3.15 -0.249
O 3.04 -0.26 1.43 -0.477
N 0.66 -0.61 1.89 -0.173
C -0.41 -0.93 2.70 -0.694
S -0.54 -1.15 4.40 1.146
C -2.24 -1.43 4.22 -0.339
C -2.60 -1.34 2.93 -0.191
N -1.56 -1.06 2.07 -0.105
H 2.75 4.51 6.36 0.117
H 2.85 3.31 7.58 0.118
H 2.45 3.97 4.03 0.122
H 2.21 2.23 2.32 0.105
H 2.50 -0.80 5.36 0.118
H 2.72 0.94 7.07 0.125
H -2.85 -1.64 5.07 0.084
H -3.59 -1.47 2.53 0.119
C 4.93 -0.47 -0.85 -0.184
Sb 2.85 -0.48 -0.64 1.643
C 1.99 1.43 -0.69 -0.175
C 2.33 -2.50 -0.45 -0.152
H 5.18 -0.74 -1.87 0.033
H 5.33 -1.21 -0.15 0.043
H 5.34 0.51 -0.60 0.040
H 1.49 1.60 -1.64 0.018
H 2.81 2.14 -0.54 0.050
H 1.29 1.49 0.13 0.014
H 2.90 -3.02 -1.22 0.052
H 1.27 -2.71 -0.56 0.015
H 2.67 -2.78 0.54 0.036
F -0.45 1.91 -6.38 0.150
C 0.32 1.27 -5.52 -0.171
C -0.01 0.07 -5.04 0.087
N 0.80 -0.61 -4.14 0.026
C 0.30 -1.83 -3.51 0.005
C -0.25 -1.59 -2.11 -0.650
O -0.89 -2.48 -1.55 0.024
O 0.03 -0.48 -1.53 -0.164
C 1.96 -0.07 -3.71 -0.436
O 2.71 -0.65 -2.87 -0.109
N 2.32 1.12 -4.24 0.248
C 1.56 1.94 -5.12 -0.353
O 1.95 3.02 -5.44 0.180
H -0.92 -0.43 -5.34 0.157
H 1.10 -2.56 -3.43 0.152
H -0.47 -2.26 -4.14 0.150
H 3.22 1.49 -3.97 0.187
```



Below is a molecular structure, C24H35AlBr3ClCsF2Li2N3NaO6S2, with properties calculated with wB97M-V/def2-TZVPD.

Computed properties:
E_HOMO in eV: -8.875
Total charge: +1
Spin multiplicity: 1
Lowest unoccupied orbital energy in eV: -5.7

The geometry in XYZ format:
```
81
Properties=species:S:1:pos:R:3:lowdin_charge:R:1
C 2.41 -0.35 -1.39 -0.067
C 1.07 -1.10 -1.43 -0.351
C 0.85 -2.02 -2.60 -0.064
C 0.16 -0.86 -0.46 -0.027
C 0.00 0.56 -0.05 -0.435
C -1.34 1.27 -0.46 -0.205
C -1.84 0.89 -1.87 -0.363
C -1.80 2.15 -2.76 -0.055
C -3.31 0.41 -1.77 -0.260
C -3.71 -0.67 -2.80 -0.311
Al -3.47 -2.47 -1.96 0.300
H 2.60 0.08 -0.41 0.105
H 3.21 -0.99 -1.76 0.039
H 2.44 0.52 -2.06 0.019
H 1.74 -2.63 -2.77 0.072
H 0.74 -1.41 -3.52 0.060
H -0.05 -2.61 -2.45 0.022
H -0.41 -1.67 -0.03 0.128
H 0.85 1.15 -0.38 -0.165
H 0.07 0.59 1.07 0.092
H -2.09 1.11 0.31 0.114
H -1.15 2.36 -0.49 0.005
H -1.22 0.15 -2.38 0.108
H -0.82 2.63 -2.69 0.075
H -1.95 1.89 -3.81 0.087
H -2.55 2.87 -2.45 0.096
H -3.93 1.29 -1.94 0.114
H -3.54 0.06 -0.77 0.073
H -4.78 -0.56 -2.97 0.052
H -3.21 -0.54 -3.76 0.044
H -4.35 -3.58 -2.86 -0.197
H -1.89 -2.92 -1.92 -0.111
H -4.11 -2.55 -0.50 -0.099
Li 1.27 0.31 -3.45 0.775
Li -4.78 -5.21 -2.94 0.735
N -2.26 -0.70 5.11 0.076
C -1.81 -1.06 3.91 -0.184
C -2.52 -0.83 2.74 -0.114
C -3.75 -0.20 2.81 -0.091
C -4.23 0.17 4.05 -0.036
C -3.45 -0.10 5.17 -0.100
H -0.84 -1.55 3.89 0.093
H -2.10 -1.15 1.78 0.070
H -4.33 -0.01 1.91 0.097
H -5.18 0.66 4.17 0.114
H -3.79 0.18 6.16 0.075
C 5.37 1.38 -2.85 -0.063
C 6.57 1.29 -3.42 0.020
C 6.89 2.09 -4.64 -0.380
O 7.99 1.99 -5.14 0.134
C 5.83 2.95 -5.16 0.029
C 4.62 3.04 -4.58 -0.091
C 4.29 2.26 -3.36 -0.515
O 3.21 2.26 -2.80 -0.177
H 5.11 0.81 -1.95 0.075
H 7.36 0.66 -3.03 0.117
H 6.07 3.52 -6.05 0.133
H 3.85 3.67 -4.98 0.080
Cl 3.57 4.77 -2.71 -0.116
Cs 0.97 2.93 0.46 1.381
N -5.69 1.24 9.61 -0.308
S -5.81 0.29 10.90 0.485
O -4.69 -0.57 11.09 -0.288
O -7.11 -0.21 11.16 -0.277
F -5.60 1.43 11.98 -0.185
S -5.77 0.50 8.25 0.460
O -5.35 1.31 7.14 -0.329
O -6.92 -0.32 8.02 -0.290
F -4.58 -0.57 8.33 -0.213
Na 5.20 -1.47 -1.70 0.784
C 1.10 -5.89 -2.62 -0.063
C 2.46 -5.50 -2.95 -0.286
N 3.53 -5.19 -3.22 0.124
H 0.88 -5.65 -1.58 0.089
H 0.39 -5.37 -3.25 0.080
H 0.97 -6.96 -2.76 0.092
C 7.65 3.06 0.57 -1.659
Br 6.21 3.78 -0.48 0.596
Br 9.15 2.61 -0.55 0.585
Br 8.14 4.22 2.01 0.618
H 7.30 2.14 1.01 -0.044
```



Below is 2 unconnected molecules or ions with the total composition C5H10O, with properties calculated with wB97M-V/def2-TZVPD.

Computed properties:
E_HOMO in eV: -9.504
Total charge: 0
Spin multiplicity: 1
SMILES string: C=C(C)C.C=O
Lowest unoccupied orbital energy in eV: 0.9
Relative energy (zero: lowest compared OMol25 entry of this formula, charge and spin) in kcal per mole: 35.4

The geometry in XYZ format:
```
16
Properties=species:S:1:pos:R:3:lowdin_charge:R:1
C 0.51 -0.36 0.94 -0.003
C 0.79 -0.13 -0.34 -0.424
C 0.44 -1.11 -1.42 -0.076
C 1.48 1.13 -0.79 -0.074
H 0.06 -1.30 1.26 0.061
H 0.74 0.37 1.71 0.065
H -0.02 -2.02 -1.02 0.073
H 1.34 -1.40 -2.00 0.080
H -0.26 -0.66 -2.14 0.083
H 2.41 0.89 -1.32 0.081
H 1.72 1.78 0.06 0.075
H 0.85 1.70 -1.49 0.083
C -2.51 0.27 1.63 -0.173
O -2.86 1.39 1.36 -0.008
H -2.71 -0.59 0.97 0.081
H -1.98 0.03 2.57 0.077
```



Below is a molecular structure, C3H3F3O3S, with properties calculated with wB97M-V/def2-TZVPD.

Computed properties:
E_HOMO in eV: -10.859
Total charge: 0
Spin multiplicity: 1
Lowest unoccupied orbital energy in eV: -0.5
Relative energy (zero: lowest compared OMol25 entry of this formula, charge and spin) in kcal per mole: 67.0

The geometry in XYZ format:
```
13
Properties=species:S:1:pos:R:3:lowdin_charge:R:1
C 0.42 0.75 0.51 -0.343
C -0.61 -0.95 -0.77 -0.208
C 0.68 -0.68 0.00 -0.540
O -1.70 1.44 -1.21 -0.291
O -2.18 0.25 0.97 -0.249
O 0.79 1.21 1.67 0.076
F -1.19 -2.20 -0.38 0.020
F 1.71 -0.83 -0.84 0.098
F 0.98 -1.58 1.00 0.112
S -1.32 0.59 -0.10 0.739
H 0.99 1.65 -0.78 0.263
H -0.31 -0.77 -1.87 0.182
H 1.74 1.12 1.80 0.142
```



Below is a single C3H2O4 molecule, with properties calculated with wB97M-V/def2-TZVPD.

Computed properties:
E_HOMO in eV: -8.343
Total charge: 0
Spin multiplicity: 1
Lowest unoccupied orbital energy in eV: -0.7
Relative energy (zero: lowest compared OMol25 entry of this formula, charge and spin) in kcal per mole: 174.2

The geometry in XYZ format:
```
9
Properties=species:S:1:pos:R:3:lowdin_charge:R:1
C 0.97 -0.56 0.34 -0.047
C 1.14 0.76 -0.09 -0.342
C -1.25 -0.44 -0.11 -0.366
O -0.23 -1.13 -0.24 0.151
O 0.24 1.41 -0.56 0.000
O -2.53 -0.35 -0.50 0.217
O -1.99 0.30 0.74 0.213
H 1.62 -1.33 0.44 0.058
H 2.03 1.34 -0.02 0.115
```



Below is a molecular structure, C24H28N7O2PS4W, with properties calculated with wB97M-V/def2-TZVPD.

Computed properties:
E_HOMO (spin up / spin down) in eV: -13.705 / -13.880
Total charge: +2
Spin multiplicity: 1
Lowest unoccupied orbital energy (spin up / spin down) in eV: -7.7 / -8.3
Relative energy (zero: lowest compared OMol25 entry of this formula, charge and spin) in kcal per mole: 0.0

The geometry in XYZ format:
```
67
Properties=species:S:1:pos:R:3:lowdin_charge:R:1
W 0.35 -0.36 -0.45 0.947
C 2.84 1.00 4.26 -0.032
C 2.33 -0.26 4.57 -0.035
C 1.77 -1.05 3.58 -0.001
C 1.75 -0.57 2.27 -0.273
C 2.28 0.68 1.95 -0.085
C 2.83 1.46 2.96 -0.046
N 1.09 -1.33 1.24 -0.200
N 0.91 -2.55 1.49 0.121
C 0.07 -3.16 0.57 -0.322
C -0.29 -4.49 0.74 0.026
C -1.22 -5.03 -0.13 -0.006
C -1.76 -4.22 -1.12 0.002
C -1.33 -2.91 -1.25 -0.092
N -0.41 -2.38 -0.42 -0.064
H 3.26 1.61 5.05 0.123
H 2.35 -0.62 5.59 0.123
H 1.35 -2.01 3.81 0.117
H 2.35 1.02 0.93 0.030
H 3.26 2.42 2.71 0.122
H 0.13 -5.05 1.57 0.133
H -1.54 -6.06 -0.02 0.131
H -2.51 -4.59 -1.80 0.131
H -1.71 -2.26 -2.02 0.114
N -0.04 -0.63 -2.37 -0.094
C -0.07 -0.66 -3.55 -0.114
C -0.10 -0.70 -4.89 -0.203
C -0.66 0.40 -5.61 -0.176
N -1.14 1.27 -6.18 0.200
C 0.43 -1.86 -5.53 -0.197
N 0.89 -2.79 -6.03 0.191
S 2.78 -0.71 -1.16 0.650
C 2.89 -2.43 -1.28 -1.026
N 3.47 -3.18 -0.38 -0.011
C 3.49 -4.63 -0.60 -0.161
C 3.19 -4.82 -2.09 -0.345
S 2.36 -3.30 -2.65 1.014
H 3.84 -2.76 0.47 0.160
H 2.73 -5.09 0.03 0.119
H 4.46 -5.03 -0.34 0.139
H 2.54 -5.67 -2.28 0.093
H 4.10 -4.93 -2.69 0.095
C 0.06 5.26 0.74 -0.030
C -0.44 4.10 1.56 -0.420
C -1.06 4.49 2.88 -0.025
O -1.52 3.42 0.79 -0.278
P -1.36 2.18 -0.12 -0.022
S 0.44 2.02 -1.05 0.421
S -1.45 0.43 0.95 0.418
O -2.45 2.23 -1.20 -0.281
C -3.89 2.64 -1.11 -0.369
C -3.97 4.15 -1.17 -0.029
C -4.53 2.03 0.11 -0.053
H 0.88 5.75 1.27 0.102
H -0.74 5.99 0.59 0.100
H 0.43 4.94 -0.24 0.068
H 0.35 3.36 1.72 0.116
H -1.88 5.20 2.72 0.098
H -0.30 4.98 3.50 0.099
H -1.44 3.63 3.42 0.089
H -4.29 2.20 -2.02 0.150
H -3.60 4.61 -0.26 0.081
H -5.02 4.43 -1.29 0.103
H -3.42 4.53 -2.03 0.097
H -4.12 2.45 1.03 0.085
H -4.42 0.95 0.13 0.075
H -5.60 2.25 0.09 0.104
```



Below is a single C5H5BrN2O2 molecule, with properties calculated with wB97M-V/def2-TZVPD.

Computed properties:
E_HOMO in eV: -9.532
Total charge: 0
Spin multiplicity: 1
SMILES string: O=[N+]([O-])c1[nH]ccc1CBr
Lowest unoccupied orbital energy in eV: -0.6
Relative energy (zero: lowest compared OMol25 entry of this formula, charge and spin) in kcal per mole: 36.4

The geometry in XYZ format:
```
15
Properties=species:S:1:pos:R:3:lowdin_charge:R:1
O -2.46 -0.07 -1.00 0.087
N -1.50 -0.79 -1.21 -0.344
O -1.50 -1.76 -1.95 0.073
C -0.29 -0.50 -0.56 -0.172
N 0.80 -1.28 -0.81 0.111
C 1.85 -0.81 -0.10 -0.076
C 1.44 0.30 0.61 -0.033
C 0.08 0.51 0.33 -0.262
C -0.79 1.56 0.90 -0.510
Br -1.19 1.16 2.79 0.610
H 0.77 -2.08 -1.43 0.166
H 2.81 -1.27 -0.14 0.120
H 2.04 0.89 1.27 0.113
H -1.76 1.61 0.39 0.050
H -0.30 2.53 0.91 0.068
```



What is the total charge in the sixth record? 0



Which value of total charge does entry 3 give? +1